Density functional theory data (ωB97M-V/def2-TZVPD) for a molecular structure, C3H7NO2.

Geometry as XYZ:
```
13
Properties=species:S:1:pos:R:3:forces:R:3
C -1.445 0.411 0.335 0.00 0.01 0.03
C -0.805 -0.271 -0.861 -0.17 -0.07 -0.04
O 0.603 -0.016 -0.954 0.02 0.05 0.02
C 1.475 -0.661 0.240 0.04 -0.31 0.18
O 1.410 -1.832 0.449 0.02 0.66 -0.15
N 1.962 0.497 0.589 0.15 -0.19 0.14
H -1.306 1.497 0.291 -0.02 -0.15 0.00
H -1.020 0.044 1.274 -0.05 0.05 -0.13
H -2.520 0.206 0.345 0.16 0.02 -0.02
H -0.903 -1.360 -0.803 -0.03 0.14 0.00
H -1.242 0.069 -1.804 0.05 -0.05 0.13
H 2.675 0.533 1.305 -0.09 -0.04 -0.08
H 1.115 0.886 -0.405 -0.07 -0.13 -0.08
```
Forces are in eV/Å.

Summary:
**Frontier orbital gap**: 11.085 eV
**2S+1**: 1
**Lowest unoccupied orbital energy**: 0.03404 Ha
**Energy above the lowest of the compared OMol25 structures with the same formula, charge and spin**: 58.5 kcal per mole
**HOMO**: -0.3733 Eh
**Calculated total energy**: -8807.9937 eV
**Total charge**: 0